Run one
{"formula": "C4H12NO3", "method": "ωB97M-V/def2-TZVPD", "species": ["C", "C", "C", "O", "N", "C", "O", "H", "H", "H", "H", "H", "H", "H", "H", "H", "H", "H", "H", "O"], "positions_angstrom": [[0.069, 0.117, -0.127], [0.215, -1.066, -1.084], [1.624, -1.672, -1.009], [1.696, -2.561, 0.128], [-0.230, -0.258, 1.224], [-0.453, 1.018, 2.018], [-1.227, 1.928, 1.446], [0.995, 0.700, -0.111], [-0.676, 0.839, -0.497], [-0.436, -1.837, -0.650], [-0.195, -0.951, -2.094], [1.829, -2.363, -1.830], [2.292, -0.841, -0.834], [1.641, -2.012, 0.926], [-0.958, -0.961, 1.307], [-0.846, 0.644, 2.998], [0.596, 1.353, 2.177], [-2.056, 2.785, -0.566], [-1.540, 2.395, -1.915], [-2.340, 2.744, -1.508]], "molar_mass_g_mol": 122.14, "charge": -1, "homo_lumo_gap_ev": 6.6, "homo_energy_ev": -3.003}



Run two
{"formula": "C4H12NO3", "method": "ωB97M-V/def2-TZVPD", "species": ["C", "C", "C", "O", "N", "C", "O", "H", "H", "H", "H", "H", "H", "H", "H", "H", "H", "H", "H", "O"], "positions_angstrom": [[0.164, 1.592, 0.427], [0.716, 0.189, 0.810], [-0.131, -0.460, 1.878], [0.066, 0.196, 3.165], [0.942, -0.739, -0.306], [-0.341, -1.353, -0.868], [-1.259, -0.488, -1.312], [-0.736, 1.814, 1.003], [-0.070, 1.610, -0.634], [0.955, 2.333, 0.572], [1.720, 0.358, 1.210], [-1.177, -0.282, 1.651], [0.031, -1.525, 2.015], [0.963, 0.541, 3.164], [1.294, -0.217, -1.102], [0.071, -2.001, -1.672], [-0.678, -2.012, -0.036], [-0.658, 0.459, -2.411], [-0.345, 0.339, -3.936], [-0.124, 0.887, -3.174]], "molar_mass_g_mol": 122.14, "charge": -1, "homo_lumo_gap_ev": 7.2, "homo_energy_ev": -3.534}



What is the stability order? It is run two, run one, from most stable to least stable.



Run one
{"formula": "C6H12O3", "method": "ωB97M-V/def2-TZVPD", "species": ["C", "C", "C", "C", "C", "C", "O", "O", "O", "H", "H", "H", "H", "H", "H", "H", "H", "H", "H", "H", "H"], "positions_angstrom": [[0.908, -0.642, -0.077], [-1.995, 0.897, -1.374], [0.580, -2.068, 0.267], [2.139, -0.434, -0.913], [0.324, 0.414, 0.568], [0.659, 1.722, 0.754], [-1.264, 0.127, 0.847], [-1.638, 0.703, 2.131], [-3.119, 0.432, -0.850], [-1.000, 0.283, 2.732], [-2.892, 0.011, 0.011], [-1.156, 1.472, -1.015], [-2.088, 1.037, -2.446], [1.405, -2.535, 0.819], [-0.308, -2.143, 0.890], [0.409, -2.659, -0.637], [2.177, 0.554, -1.376], [3.048, -0.541, -0.308], [2.207, -1.200, -1.688], [1.408, 2.225, 0.163], [0.196, 2.345, 1.502]], "molar_mass_g_mol": 132.16, "charge": 0, "homo_lumo_gap_ev": [6.0, 8.4], "homo_energy_ev": [-6.599, -7.880]}



Run two
{"formula": "C6H12O3", "method": "ωB97M-V/def2-TZVPD", "species": ["C", "C", "C", "O", "O", "H", "H", "H", "H", "H", "H", "C", "C", "C", "O", "H", "H", "H", "H", "H", "H"], "positions_angstrom": [[0.311, -2.006, 0.438], [0.610, -3.609, -1.179], [1.656, -1.384, 0.310], [-0.186, -2.951, -0.288], [-0.489, -1.643, 1.488], [0.107, -1.471, 2.259], [0.217, -4.285, -1.918], [1.637, -3.290, -1.271], [1.819, -0.521, 0.958], [1.895, -0.991, -0.678], [2.586, -1.933, 0.473], [-1.152, 2.198, 0.416], [0.100, 2.950, 0.512], [-1.964, 2.155, -0.851], [0.102, 1.538, 0.400], [-1.719, 2.050, 1.335], [0.445, 3.329, 1.469], [0.481, 3.457, -0.370], [-2.396, 1.162, -0.970], [-2.732, 2.926, -0.818], [-1.327, 2.317, -1.717]], "molar_mass_g_mol": 132.16, "charge": 0, "homo_lumo_gap_ev": [7.6, 6.9], "homo_energy_ev": [-6.882, -6.144]}



Run three
{"formula": "C6H12O3", "method": "ωB97M-V/def2-TZVPD", "species": ["C", "C", "C", "C", "C", "C", "O", "O", "O", "H", "H", "H", "H", "H", "H", "H", "H", "H", "H", "H", "H"], "positions_angstrom": [[0.048, 0.647, 0.322], [-1.357, 0.290, -0.143], [-2.441, 0.057, 0.871], [1.724, -1.348, -0.153], [1.026, -0.102, -0.653], [1.641, 0.589, -1.658], [0.246, 2.044, 0.230], [0.296, 0.288, 1.666], [-0.926, -1.042, -0.980], [-0.363, 2.433, 0.875], [1.240, 0.467, 1.807], [-0.899, -1.871, -0.464], [-1.707, 0.913, -0.966], [-2.128, -0.634, 1.657], [-2.720, 1.010, 1.335], [-3.324, -0.386, 0.400], [1.605, -1.623, 0.896], [2.801, -1.345, -0.336], [1.342, -2.231, -0.671], [1.294, 1.565, -1.977], [2.600, 0.279, -2.059]], "molar_mass_g_mol": 132.16, "charge": 0, "homo_lumo_gap_ev": 9.2, "smiles": "C=C(C)C(O)(O)[C@H](C)O", "homo_energy_ev": -8.523}



What is the stability order? It is run three, run two, run one, from most stable to least stable.